[1]
{"formula": "C37H46ClN3O4SSi2Ta", "method": "ωB97M-V/def2-TZVPD", "lumo_ha": -0.36474, "total_charge": 3, "energy_ha": -3396.3641, "homo_energy_ev": -14.2503, "gap_ev": 4.325, "fmax_ha_per_bohr": 0.02967, "species": ["Ta", "C", "Si", "C", "C", "C", "C", "C", "C", "C", "C", "N", "Si", "C", "C", "C", "H", "H", "H", "H", "H", "H", "H", "H", "H", "H", "H", "H", "H", "H", "H", "H", "H", "H", "H", "H", "H", "H", "O", "S", "C", "C", "C", "C", "C", "C", "C", "C", "C", "C", "C", "C", "H", "H", "H", "H", "H", "H", "H", "H", "H", "H", "C", "N", "C", "C", "N", "C", "H", "H", "H", "H", "H", "H", "C", "C", "C", "C", "Cl", "C", "C", "C", "O", "C", "C", "O", "O", "H", "H", "H", "H", "H", "H", "H", "H"], "positions_angstrom": [[0.03588, -0.19406, -0.81556], [3.33409, 3.66668, -0.02903], [1.72231, 2.75766, -0.00934], [1.12901, 2.56222, 1.74167], [0.50447, 3.66952, -1.08401], [1.89165, 0.94553, -0.82142], [1.82994, 1.08862, -2.29855], [2.69116, 1.72570, -3.18457], [2.35947, 1.74546, -4.52431], [1.17854, 1.12973, -4.97088], [0.37719, 0.50782, -4.05931], [0.71009, 0.49478, -2.74201], [3.44817, -0.07313, -0.23198], [3.52272, -1.59901, -1.32660], [3.09658, -0.40908, 1.57559], [5.05217, 0.82055, -0.44562], [3.11516, 4.69835, 0.26602], [3.81049, 3.71171, -1.00983], [4.05552, 3.27451, 0.68608], [0.46805, 3.39777, 1.97846], [1.96979, 2.61104, 2.43802], [0.58276, 1.64833, 1.96222], [0.29381, 4.64309, -0.63269], [-0.45100, 3.16462, -1.21150], [0.91523, 3.86622, -2.07817], [3.59004, 2.19752, -2.81404], [3.00889, 2.24125, -5.23483], [0.90736, 1.14030, -6.01669], [-0.53780, 0.01324, -4.34383], [2.57412, -1.92950, -1.74682], [3.94792, -2.44683, -0.78014], [4.19411, -1.40734, -2.16750], [2.03265, -0.42333, 1.82563], [3.55541, 0.36977, 2.19009], [3.53560, -1.35551, 1.90218], [5.19522, 1.21687, -1.45249], [5.85835, 0.09918, -0.27617], [5.19179, 1.63189, 0.26535], [0.66746, -1.88395, -0.29528], [1.02592, -2.86354, 0.98129], [1.55470, -4.33821, 0.22400], [2.65735, -4.90735, 0.85720], [3.13261, -6.12700, 0.39462], [2.50827, -6.74937, -0.67321], [1.41953, -6.15127, -1.31245], [0.93519, -4.93678, -0.87391], [-0.54934, -3.25063, 1.64080], [-0.63162, -3.07886, 3.01937], [-1.82050, -3.39468, 3.66326], [-2.89554, -3.86815, 2.92849], [-2.80213, -4.01248, 1.54287], [-1.62876, -3.70289, 0.88438], [3.12781, -4.42150, 1.70441], [3.98458, -6.58732, 0.87579], [2.87262, -7.70570, -1.02393], [0.94448, -6.64691, -2.14810], [0.11091, -4.46285, -1.38813], [0.21881, -2.71416, 3.58394], [-1.89988, -3.27013, 4.73461], [-3.81771, -4.12717, 3.43202], [-3.64829, -4.38253, 0.97927], [-1.56379, -3.81711, -0.18839], [-4.23454, -2.49971, -4.09265], [-3.52000, -1.89108, -2.95983], [-4.02533, -1.71064, -1.69509], [-3.02706, -1.18166, -0.94836], [-1.90088, -1.02661, -1.75079], [-2.25742, -1.47575, -2.95543], [-5.30220, -2.38894, -3.93149], [-3.98951, -3.55655, -4.16254], [-3.95708, -1.99760, -5.01503], [-5.03994, -1.96584, -1.43887], [-3.05165, -0.92622, 0.09344], [-1.62833, -1.50753, -3.82868], [-1.30827, 4.32794, 4.40855], [-2.21815, 4.68075, 3.26100], [-2.83680, 5.92184, 3.18837], [-3.70275, 6.23417, 2.14958], [-4.47424, 7.77768, 2.11411], [-3.94444, 5.32168, 1.14124], [-3.33746, 4.07331, 1.19730], [-2.51382, 3.76108, 2.26091], [-1.89588, 2.50269, 2.40178], [-2.52827, 1.37753, 1.87864], [-1.55942, 0.77338, 0.90181], [-1.33392, 1.27263, -0.25938], [-0.84840, -0.26281, 1.14726], [-1.10517, 5.20550, 5.01749], [-0.36099, 3.91856, 4.05768], [-1.76840, 3.57001, 5.04526], [-2.65068, 6.65369, 3.96393], [-4.59439, 5.58103, 0.31750], [-3.50526, 3.37602, 0.38502], [-3.46365, 1.60059, 1.36029], [-2.71535, 0.65930, 2.68063]], "mulliken_charge": [1.957, -1.237, 0.456, -0.650, -1.059, 3.053, -1.125, -0.554, -0.677, -1.145, -0.093, 0.265, 0.617, -1.040, -0.810, -1.205, 0.414, 0.336, 0.352, 0.026, 0.538, 0.226, 0.565, 0.228, 0.346, 0.396, 0.537, 0.491, 0.311, 0.182, 0.495, 0.462, -0.040, 0.411, 0.460, 0.335, 0.433, 0.403, -0.785, -0.056, 1.033, -0.520, -0.831, -0.534, -0.835, -0.017, 0.870, -0.371, -0.912, -0.560, -0.906, 0.153, 0.453, 0.467, 0.450, 0.464, 0.225, 0.503, 0.488, 0.488, 0.489, 0.023, -0.857, 0.027, -0.699, -0.882, 0.155, -0.673, 0.329, 0.345, 0.365, 0.518, 0.813, 0.550, -1.162, 0.751, -0.883, 0.101, -0.177, -1.047, -0.485, 1.083, -0.337, -1.190, 0.169, -0.964, -0.318, 0.418, 0.178, 0.289, 0.432, 0.437, 0.326, 0.465, 0.485]}

[2]
{"formula": "C37H46F3N4S4SbTa", "method": "ωB97M-V/def2-TZVPD", "lumo_ha": -0.34787, "total_charge": 3, "energy_ha": -3845.3641, "homo_energy_ev": -16.1220, "gap_ev": 6.656, "fmax_ha_per_bohr": 0.01526, "species": ["Ta", "C", "C", "S", "C", "C", "S", "C", "C", "S", "H", "H", "H", "H", "H", "H", "H", "H", "H", "H", "H", "H", "C", "C", "C", "C", "C", "C", "C", "N", "C", "N", "C", "C", "C", "C", "C", "C", "C", "N", "C", "C", "C", "C", "C", "C", "C", "H", "H", "H", "H", "H", "H", "H", "H", "H", "H", "H", "H", "H", "H", "H", "H", "H", "H", "H", "H", "H", "H", "F", "C", "F", "F", "C", "C", "C", "C", "N", "C", "S", "H", "H", "H", "C", "Sb", "C", "C", "H", "H", "H", "H", "H", "H", "H", "H", "H"], "positions_angstrom": [[-0.32446, -0.60333, -0.91226], [-0.93036, -4.21922, -1.35258], [-1.87323, -3.97845, -0.18755], [-1.59783, -2.39078, 0.66300], [-3.29128, -1.76655, 0.70891], [-3.91378, -1.42243, -0.63420], [-2.88286, -0.40053, -1.74897], [-2.95194, -1.34297, -3.29316], [-2.35103, -2.73585, -3.22587], [-0.69209, -2.79368, -2.44557], [0.05879, -4.49962, -0.99935], [-1.28423, -5.04897, -1.96657], [-2.91513, -3.98943, -0.50223], [-1.75666, -4.77112, 0.55213], [-3.90413, -2.51688, 1.21277], [-3.23456, -0.91503, 1.37905], [-4.18594, -2.32335, -1.18257], [-4.83686, -0.86694, -0.46462], [-3.99760, -1.39371, -3.60114], [-2.43772, -0.71124, -4.01485], [-2.99099, -3.41648, -2.66620], [-2.24260, -3.14398, -4.23069], [-0.75179, 3.68318, 3.58162], [-0.58578, 2.51081, 4.50512], [-0.08210, 2.65623, 5.79453], [0.09575, 1.56178, 6.62866], [-0.24044, 0.28479, 6.20037], [-0.76569, 0.10894, 4.92892], [-0.91776, 1.21525, 4.10607], [-1.45777, 1.04408, 2.78023], [-0.76912, 0.62709, 1.73744], [0.44283, 0.00620, 1.90413], [1.55276, 0.56180, 1.15428], [1.46498, 0.52226, -0.23733], [2.44720, 1.22633, -0.94284], [3.46757, 1.88018, -0.27411], [3.55837, 1.82398, 1.11134], [2.59516, 1.16524, 1.86611], [2.68385, 1.10994, 3.36626], [-1.21105, 0.73060, 0.47178], [-2.16329, 1.81123, 0.19416], [-3.52068, 1.64552, 0.48671], [-4.44099, 2.62995, 0.18011], [-4.00833, 3.79664, -0.43449], [-2.66104, 3.97853, -0.67652], [-1.70214, 3.01348, -0.35093], [-0.25706, 3.37214, -0.54850], [-0.39175, 4.59589, 4.05028], [-1.79945, 3.84645, 3.31545], [-0.19213, 3.54185, 2.65160], [0.17948, 3.64583, 6.14708], [0.49056, 1.70883, 7.62452], [-0.11790, -0.56351, 6.85892], [-1.08079, -0.87233, 4.59310], [-2.34387, 1.49674, 2.57379], [0.65598, -0.16550, 2.88447], [2.41591, 1.30003, -2.02205], [4.21054, 2.43264, -0.83412], [4.37828, 2.31418, 1.62039], [3.60303, 1.57939, 3.70797], [2.69315, 0.08148, 3.73910], [1.85019, 1.62895, 3.84382], [-3.87818, 0.74605, 0.96734], [-5.48573, 2.48862, 0.42042], [-4.71536, 4.57205, -0.69515], [-2.32068, 4.91118, -1.10877], [0.06470, 3.20339, -1.57934], [0.40743, 2.81449, 0.10599], [-0.11994, 4.43256, -0.34097], [1.48395, 2.04632, -6.73584], [0.87853, 1.61970, -5.63956], [-0.35453, 1.20246, -5.97722], [0.73361, 2.66430, -4.80575], [1.66079, 0.50897, -4.96847], [2.84623, 0.05169, -5.52679], [3.55294, -0.95125, -4.88120], [3.04610, -1.45933, -3.69897], [1.90623, -1.03619, -3.14187], [1.24283, -0.07350, -3.77367], [-0.26308, 0.48734, -3.00582], [3.20466, 0.47892, -6.45348], [4.47822, -1.33498, -5.28527], [3.58209, -2.24034, -3.17490], [2.33481, -4.13252, -1.50424], [1.94887, -2.42749, -0.28910], [1.80809, -3.28051, 1.65203], [3.87236, -1.59775, -0.21912], [3.40708, -4.14958, -1.69406], [1.80542, -4.09591, -2.45253], [2.07891, -5.03630, -0.95330], [2.62847, -3.98829, 1.76562], [0.86552, -3.80063, 1.81339], [1.90885, -2.49213, 2.39587], [4.53621, -2.39759, 0.10985], [3.88541, -0.77999, 0.49619], [4.18108, -1.24028, -1.19624]], "mulliken_charge": [-1.053, -0.367, -1.183, 0.457, -1.071, -1.098, 0.367, -0.940, -1.058, 0.526, -0.227, 0.677, 0.561, 0.716, 0.818, 0.203, 0.630, 0.777, 0.648, 0.385, 0.496, 0.651, -1.130, 0.511, -0.712, -0.818, -0.811, -0.005, -0.087, 0.109, -0.028, 0.870, -0.104, 0.610, -0.737, -1.284, -1.031, 1.279, -1.407, 1.076, -0.856, 0.447, -1.291, -1.085, -0.980, 0.671, -0.984, 0.478, 0.312, 0.070, 0.444, 0.443, 0.456, 0.540, 0.601, 0.469, 0.394, 0.516, 0.495, 0.548, 0.351, 0.100, 0.857, 0.536, 0.477, 0.588, 0.187, -0.251, 0.660, -0.276, 0.712, -0.200, -0.172, -0.028, -0.665, -1.200, -0.111, 0.429, 0.340, -0.934, 0.585, 0.493, 0.321, -1.587, 1.004, -1.172, -1.197, 0.596, 0.517, 0.530, 0.585, 0.375, 0.285, 0.649, 0.318, 0.392]}